No. 1
Density functional theory data (the ωB97M-V functional and the def2-TZVPD basis) for a 4-piece molecular cluster, C6H18BrO3 overall.

Calculated values
Energy relative to the best compared isomer or geometry (same formula, charge and spin) = 15.21 kcal per mole
Calculated total energy = -82700.912 eV
Highest occupied orbital energy = -4.5 eV
Lowest unoccupied orbital energy = 3.37 eV
Net charge = -1
Gap between HOMO and LUMO = 7.9 eV

The geometry in XYZ format:
```
28
C6H18BrO3 (the ωB97M-V functional and the def2-TZVPD basis)
Br 0.87 17.74 27.89
C -4.66 16.99 27.10
C -3.16 16.80 27.31
O -2.50 17.24 26.11
H -5.15 16.84 28.07
H -5.07 16.31 26.36
H -4.84 18.02 26.81
H -2.99 15.73 27.45
H -2.78 17.37 28.15
H -1.58 17.39 26.40
C 3.75 21.06 28.34
C 2.39 21.19 27.68
O 1.37 21.06 28.66
H 4.53 21.18 27.58
H 3.79 20.10 28.87
H 3.85 21.81 29.13
H 2.31 20.44 26.89
H 2.32 22.19 27.23
H 1.13 20.12 28.68
C 4.45 14.86 30.64
C 3.53 14.30 29.56
O 2.84 15.25 28.76
H 4.72 13.98 31.24
H 4.08 15.56 31.40
H 5.40 15.26 30.26
H 2.77 13.68 30.06
H 4.07 13.62 28.90
H 2.12 15.62 29.29
```

Here are the Mulliken charges for atoms 1 to 4, given in e: number 1, Br, carries -0.834; number 2, C, carries -1.064; number 3, C, carries -0.124; number 4, O, carries -0.520

No. 2
Density functional theory data (the ωB97M-V functional and the def2-TZVPD basis) for a 2-piece molecular cluster, C5H11N4O overall.

Calculated values
Energy relative to the best compared isomer or geometry (same formula, charge and spin) = 183.46 kcal per mole
Calculated total energy = -13357.923 eV
Highest occupied orbital energy (spin up / spin down) = -13.9 / -11.5 eV
Lowest unoccupied orbital energy (spin up / spin down) = -3.21 / -6.59 eV
Net charge = +1
Gap between HOMO and LUMO (spin up / spin down) = 10.7 / 4.9 eV

The geometry in XYZ format:
```
21
C5H11N4O (the ωB97M-V functional and the def2-TZVPD basis)
C -2.46 2.36 0.16
C -0.64 -0.05 0.65
C 1.46 2.69 -1.22
C 0.71 -2.10 1.29
C 0.13 -1.50 -1.18
N -1.30 2.10 0.05
N -0.36 1.15 0.03
N -1.60 -0.49 1.37
N 0.52 -1.05 0.22
O -3.42 2.99 0.17
H 2.19 2.44 -0.41
H 1.17 3.71 -1.24
H 1.09 1.84 -1.90
H 0.78 -1.85 2.36
H 0.03 -2.96 1.14
H 1.63 -2.61 1.17
H -0.97 -1.76 -1.18
H 0.15 -0.58 -1.89
H 0.81 -2.40 -1.43
H -1.32 -1.42 1.73
H 1.38 -0.51 0.08
```

Here are the Mulliken charges for atoms 1 to 4, given in e: number 1, C, carries 0.528; number 2, C, carries 0.338; number 3, C, carries -0.812; number 4, C, carries -1.226

No. 3
Density functional theory data (the ωB97M-V functional and the def2-TZVPD basis) for C53H42AsBr2ClIN3O6PSSn as an isolated structure.

Calculated values
Calculated total energy = -319895.444 eV
Highest occupied orbital energy = -8.5 eV
Lowest unoccupied orbital energy = -5.69 eV
Net charge = +1
Gap between HOMO and LUMO = 2.9 eV

The geometry in XYZ format:
```
112
C53H42AsBr2ClIN3O6PSSn (the ωB97M-V functional and the def2-TZVPD basis)
Sn -1.48 -0.47 0.76
C -1.52 1.32 4.11
C -2.86 0.67 3.94
C -3.99 1.09 4.66
C -5.20 0.50 4.44
C -5.31 -0.53 3.48
C -6.52 -1.16 3.11
Br -8.13 -0.73 4.00
C -6.56 -2.07 2.08
C -5.39 -2.38 1.39
Br -5.44 -3.55 -0.08
C -4.15 -1.82 1.70
O -3.07 -2.10 1.05
C -4.13 -0.88 2.79
N -2.94 -0.29 3.04
H -1.36 1.67 5.13
H -1.47 2.18 3.43
H -0.74 0.62 3.83
H -3.89 1.90 5.38
H -6.08 0.82 4.98
H -7.50 -2.52 1.79
Cl 0.97 5.57 3.96
C 1.05 4.09 3.08
C 1.56 2.97 3.67
C 1.58 1.75 2.99
I 2.14 0.00 3.99
C 1.15 1.60 1.67
O 1.06 0.47 1.06
C 0.70 2.81 1.04
N 0.33 2.76 -0.28
C -0.42 3.71 -0.80
C -0.68 4.90 -0.12
C -0.12 5.09 1.12
C 0.55 4.02 1.76
H 1.93 3.02 4.69
H -0.80 3.55 -1.80
H -1.26 5.67 -0.61
H -0.19 6.04 1.62
O -1.68 0.80 -3.20
C -2.54 1.10 -2.38
N -2.70 0.53 -1.15
S -3.67 1.44 -0.20
O -2.79 2.03 0.80
O -4.78 0.72 0.33
C -4.15 2.62 -1.44
C -4.99 3.71 -1.40
C -5.17 4.43 -2.58
C -4.54 4.03 -3.76
C -3.69 2.93 -3.78
C -3.49 2.24 -2.60
H -5.49 4.00 -0.48
H -5.81 5.30 -2.58
H -4.73 4.58 -4.67
H -3.20 2.61 -4.68
C 1.49 -2.09 -2.85
As 1.17 1.42 -1.42
C 3.00 1.76 -0.75
C 1.41 2.65 -3.01
C 2.79 2.55 -3.58
C 3.19 1.42 -4.28
C 4.47 1.33 -4.81
C 5.36 2.38 -4.64
C 4.98 3.51 -3.93
C 3.70 3.59 -3.40
H 1.20 -1.05 -2.77
H 1.73 -2.32 -3.89
H 0.66 -2.71 -2.54
H 3.70 1.40 -1.50
H 3.17 1.22 0.18
H 3.18 2.82 -0.59
H 1.21 3.68 -2.73
H 0.68 2.33 -3.75
H 2.47 0.61 -4.42
H 4.76 0.46 -5.38
H 6.35 2.33 -5.08
H 5.68 4.32 -3.78
H 3.40 4.47 -2.85
O -0.22 -2.37 -0.17
P 1.05 -3.06 0.20
C 2.50 -2.21 -0.51
C 3.40 -1.56 0.29
C 4.58 -1.02 -0.25
C 4.83 -1.07 -1.63
C 3.94 -1.67 -2.46
C 2.74 -2.36 -1.96
C 1.22 -3.24 1.99
C 0.09 -3.01 2.76
C 0.13 -3.24 4.13
C 1.30 -3.69 4.72
C 2.44 -3.92 3.95
C 2.40 -3.71 2.58
C 1.17 -4.71 -0.53
C 0.03 -5.27 -1.10
C 0.11 -6.52 -1.70
C 1.32 -7.20 -1.73
C 2.45 -6.64 -1.15
C 2.38 -5.40 -0.55
H 3.20 -1.46 1.35
H 5.31 -0.57 0.41
H 5.73 -0.62 -2.02
H 4.10 -1.69 -3.53
H 2.93 -3.45 -2.12
H -0.82 -2.67 2.29
H -0.75 -3.07 4.73
H 1.34 -3.87 5.79
H 3.34 -4.28 4.41
H 3.28 -3.90 1.98
H -0.91 -4.72 -1.07
H -0.77 -6.96 -2.15
H 1.39 -8.17 -2.21
H 3.40 -7.18 -1.16
H 3.26 -4.96 -0.10
```

Here are the Mulliken charges for atoms 1 to 4, given in e: number 1, Sn, carries 3.181; number 2, C, carries -0.192; number 3, C, carries 0.461; number 4, C, carries -1.237